Record 1
A molecular structure, C2H3AgO2P, computed with ωB97M-V with the def2-TZVPD basis set.

Geometry as XYZ:
```
9
Properties=species:S:1:pos:R:3:mulliken_charge:R:1
O 2.7421 0.2469 1.1354 -0.348
C 2.0694 -0.2875 0.2313 0.262
H 1.9160 -1.2513 -0.3943 0.309
P 2.1311 1.1305 -0.6913 -0.005
C -2.0767 -0.5593 -0.1491 -0.007
O -2.0015 0.6506 -0.1357 -0.379
Ag -0.5459 2.3386 0.3059 0.705
H -2.9692 -1.0695 -0.5605 0.256
H -1.2653 -1.1990 0.2583 0.207
```

- Frontier orbital gap: 7.5 eV
- Net charge: +1
- HOMO level: -12.95 eV

Record 2
A molecular structure, C2H3AlFO2, computed with ωB97M-V with the def2-TZVPD basis set.

Geometry as XYZ:
```
9
Properties=species:S:1:pos:R:3:mulliken_charge:R:1
F 1.5605 -1.2526 -0.1079 -0.250
H 0.4341 -1.8210 -0.3535 0.594
O -0.5198 -0.8387 -0.6591 -0.367
C 0.3645 0.1117 -0.4923 0.585
C -0.0216 0.9987 0.6969 0.182
O -1.1826 0.9574 1.0567 -0.111
Al -2.2927 -0.3407 0.0448 1.494
H 0.9344 0.5179 -1.3380 0.391
H 0.7232 1.6674 1.1525 0.483
```

- Frontier orbital gap: 7.1 eV
- Net charge: +3
- HOMO level: -28.40 eV

Record 3
A molecular structure, C2H3B3F12NNi, computed with ωB97M-V with the def2-TZVPD basis set.

Geometry as XYZ:
```
22
Properties=species:S:1:pos:R:3:mulliken_spin:R:1
Ni 0.5219 -0.3289 1.0281 1.539
B -0.5157 0.0146 4.4049 0.002
F 0.2223 1.0883 3.8776 0.002
F -1.6042 0.0249 3.5985 -0.001
F 0.1508 -1.0818 4.1395 0.001
F -0.8302 0.1934 5.7560 0.001
B -0.2356 -3.0454 -1.7105 0.001
F 0.0780 -4.2630 -2.2677 0.001
F -0.5630 -3.1435 -0.4142 0.000
F 0.9308 -2.3936 -1.6656 0.002
F -1.0030 -2.2091 -2.4650 0.000
B 4.5803 0.6287 1.1760 -0.021
F 3.8999 -0.4044 1.6755 0.261
F 3.5646 1.4034 0.7099 0.121
F 5.2846 1.1937 2.1182 0.005
F 5.3414 0.0412 0.2363 0.086
C -3.5422 2.0954 -3.7678 0.000
C -2.8025 1.9566 -2.5337 0.000
N -2.2030 1.8649 -1.5419 0.000
H -3.6038 3.1301 -4.1048 0.000
H -4.5949 1.8126 -3.7618 0.000
H -3.0767 1.4218 -4.4873 0.000
```

- Frontier orbital gap (alpha / beta): 6.8 / 3.5 eV
- ⟨S²⟩: 2.007
- Net charge: -1
- 2S+1: 3
- HOMO level (alpha / beta): -8.94 / -8.93 eV

Record 4
A molecular structure, C2H3BeO3, computed with ωB97M-V with the def2-TZVPD basis set.

Geometry as XYZ:
```
9
Properties=species:S:1:pos:R:3:mulliken_spin:R:1
H -1.0269 1.9735 -0.6212 0.015
O 0.1609 -1.0206 0.4784 0.042
O 1.0143 -1.2335 -0.6827 -0.018
C -0.8490 -0.1319 0.1284 0.035
H -1.5944 -0.1090 0.9414 0.002
Be 1.6688 0.0068 0.2631 0.923
O 0.7995 1.5614 0.1543 -0.045
C -0.3561 1.2622 -0.1052 0.046
H -1.3696 -0.4265 -0.8094 -0.001
```

- Frontier orbital gap (alpha / beta): 4.9 / 10.2 eV
- ⟨S²⟩: 0.752
- 2S+1: 2
- HOMO level (alpha / beta): -5.63 / -10.48 eV

Record 5
A molecular structure, C2H3BiF4O, computed with ωB97M-V with the def2-TZVPD basis set.

Geometry as XYZ:
```
11
Properties=species:S:1:pos:R:3:mulliken_charge:R:1
C 0.9087 0.6714 0.2951 1.053
F 1.2918 1.4866 -0.6574 -0.163
F 1.8675 -0.1847 0.5338 -0.136
F 0.6407 1.4457 1.3733 -0.295
F -1.1701 -0.3836 2.9903 -0.372
C -0.3766 -0.7640 -1.2747 -0.444
O -0.3267 0.0502 -0.0726 -0.345
Bi -1.6295 0.5350 1.4676 1.807
H 0.2956 -1.6203 -1.1602 0.315
H -1.4080 -1.1096 -1.3763 0.273
H -0.0935 -0.1267 -2.1188 0.307
```

- Frontier orbital gap: 10.1 eV
- Net charge: +2
- HOMO level: -22.94 eV

Record 6
A molecular structure, C2H3BiO3, computed with ωB97M-V with the def2-TZVPD basis set.

Geometry as XYZ:
```
9
Properties=species:S:1:pos:R:3:mulliken_spin:R:1
H -0.0709 0.5347 -1.5359 -0.003
O 0.2792 -1.4075 0.5072 0.016
O 1.3915 -1.2668 -0.3915 0.013
C -0.5346 -0.3216 0.4739 -0.015
H -1.3279 -0.4084 1.2204 -0.005
Bi 2.3206 0.3748 0.2810 0.985
O 0.2365 0.9823 0.5561 -0.008
C -0.5762 0.6849 -0.5799 0.015
H -1.7181 0.8277 -0.5313 0.001
```

- Frontier orbital gap (alpha / beta): 7.8 / 8.9 eV
- ⟨S²⟩: 0.753
- Net charge: +1
- 2S+1: 2
- HOMO level (alpha / beta): -13.39 / -15.38 eV

Record 7
A molecular structure, C2H3Br2FO, computed with ωB97M-V with the def2-TZVPD basis set.

Geometry as XYZ:
```
9
Properties=species:S:1:pos:R:3:mulliken_charge:R:1
C 0.5089 0.8797 0.0932 -0.476
C -0.2212 -0.3886 0.0111 0.295
O -0.1074 -1.2157 -0.9452 -0.333
F -0.4293 -1.0850 1.1654 -0.202
Br 2.4327 0.4795 0.0257 -0.115
Br -2.6519 0.4863 0.0074 -0.381
H 0.2657 1.4314 0.9137 0.439
H 0.3488 1.4866 -0.7177 0.419
H -0.1463 -2.0741 -0.5535 0.354
```

- Frontier orbital gap (alpha / beta): 8.2 / 8.2 eV
- HOMO level (alpha / beta): -9.47 / -9.47 eV

Record 8
A single C2H3Br2N3 molecule, computed with ωB97M-V with the def2-TZVPD basis set.

Geometry as XYZ:
```
10
Properties=species:S:1:pos:R:3:mulliken_charge:R:1
C -1.0360 0.1265 0.6458 -0.161
C 0.6506 0.0640 -0.8609 -0.425
N -0.6268 1.4630 0.1974 -0.178
N 0.2792 1.3771 -0.6631 -0.151
N -0.2661 -0.7146 -0.2490 -0.084
Br 2.6532 0.2164 0.4699 -0.322
Br 0.0391 -2.5123 0.0079 0.076
H -0.7711 0.1766 1.7900 0.296
H -2.1711 -0.0573 0.3412 0.299
H 1.2489 -0.1394 -1.6793 0.649
```

- Frontier orbital gap (alpha / beta): 8.1 / 8.1 eV
- SMILES: Br[C@@H]1N=NCN1Br
- HOMO level (alpha / beta): -9.39 / -9.39 eV

Record 9
A single C2H3Br2NO2 molecule, computed with ωB97M-V with the def2-TZVPD basis set.

Geometry as XYZ:
```
10
Properties=species:S:1:pos:R:3:mulliken_charge:R:1
C 1.1871 0.6637 0.2675 -1.154
C -0.0430 -0.1386 0.2053 0.284
N -0.0529 -1.4022 -0.4841 0.990
O -1.0471 -2.0153 -0.3384 -0.579
O 0.9906 -1.6978 -1.0085 -0.586
Br -1.6005 0.3453 0.9971 0.029
Br -3.8234 1.7640 -0.3135 -0.140
H 1.6414 0.6246 -0.6690 0.377
H 1.0312 1.6800 0.3735 0.451
H 1.7165 0.1764 0.9703 0.328
```

- Frontier orbital gap (alpha / beta): 8.6 / 6.3 eV
- HOMO level (alpha / beta): -10.70 / -9.50 eV

Record 10
A molecular structure, C2H3Br2O2P, computed with ωB97M-V with the def2-TZVPD basis set.

Geometry as XYZ:
```
10
Properties=species:S:1:pos:R:3:mulliken_charge:R:1
C -2.0608 -1.2238 -0.7867 0.724
C 0.2405 0.3168 0.3809 -0.488
O -1.4026 -1.5504 -1.6647 -0.379
O -2.9064 -0.8992 -0.0845 -0.319
P 2.1507 0.7521 0.8088 0.054
Br -0.9796 1.8438 0.3179 -0.036
Br -0.0955 -0.9662 1.7933 -0.059
H 0.3461 -0.3564 -0.5227 0.417
H 2.1222 1.9177 0.0858 0.041
H 2.5854 0.1656 -0.3282 0.045
```

- Frontier orbital gap: 10.2 eV
- HOMO level: -10.10 eV

Record 11
A molecular structure, C2H3Br3Si, computed with ωB97M-V with the def2-TZVPD basis set.

Geometry as XYZ:
```
9
Properties=species:S:1:pos:R:3:mulliken_charge:R:1
C 0.2742 0.5197 0.2189 0.416
C 1.3598 -0.2455 0.1677 -0.313
Si -1.5484 -0.0655 -0.0747 0.409
Br 1.6773 -2.7111 0.2325 -0.234
Br 3.1008 0.2523 -0.0127 0.012
Br 0.5288 2.4250 0.0085 -0.106
H -2.4674 0.9039 0.6203 -0.063
H -1.5354 -1.4311 0.3651 -0.091
H -1.3898 0.3524 -1.5257 -0.030
```

- Frontier orbital gap: 7.7 eV
- HOMO level: -9.77 eV

Record 12
A molecular structure, C2H3BrClNO, computed with ωB97M-V with the def2-TZVPD basis set.

Geometry as XYZ:
```
9
Properties=species:S:1:pos:R:3:mulliken_charge:R:1
C -0.8585 0.2568 0.0955 0.501
C 0.9759 -0.1113 0.9100 -0.428
N -0.7838 0.1117 -1.1587 -0.299
O -1.7247 0.5584 0.8432 -0.522
Cl 2.0886 0.9510 0.0558 -0.132
Br 1.2440 -1.9882 0.5536 -0.087
H 0.7829 0.2516 1.8396 0.426
H 0.0463 -0.2214 -1.6516 0.246
H -1.7706 0.1914 -1.4874 0.295
```

- Frontier orbital gap: 9.4 eV
- HOMO level: -8.86 eV

| no. | energy (eV) | maximum force (Eh/bohr) |
| --- | --- | --- |
| 1 | -19493.575 | 0.0714 |
| 2 | -15487.533 | 0.0881 |
| 3 | -79307.042 | 0.1080 |
| 4 | -8662.343 | 0.0393 |
| 5 | -20857.955 | 0.0918 |
| 6 | -14091.746 | 0.0813 |
| 7 | -146971.405 | 0.0756 |
| 8 | -146674.593 | 0.0520 |
| 9 | -147786.757 | 0.0744 |
| 10 | -155590.619 | 0.0508 |
| 11 | -220124.358 | 0.0588 |
| 12 | -88223.660 | 0.1356 |